No. 1
The following is a quantum chemistry calculation of a structure of composition C34H57LuN3O2Si, from the Open Molecules 2025 dataset.

Each line ends with the Mulliken charge.
Geometry (Å):
O (1.48, -3.23, -2.06)  -0.34
O (0.83, -2.16, -3.97)  -0.08
C (2.45, -2.51, -1.23)  0.92
C (3.19, -3.46, -0.32)  -1.32
H (1.91, -1.74, -0.66)  -0.50
H (3.14, -2.02, -1.93)  0.28
H (2.63, -3.61, 0.61)  0.11
H (4.15, -3.02, -0.03)  0.46
H (3.38, -4.42, -0.79)  0.28
C (0.40, -3.93, -1.32)  0.23
C (-0.43, -4.69, -2.32)  -1.25
H (-0.17, -3.18, -0.76)  -0.12
H (0.90, -4.60, -0.61)  0.42
H (-0.94, -4.00, -3.00)  0.16
H (-1.19, -5.27, -1.79)  0.43
H (0.19, -5.39, -2.89)  0.32
C (0.01, -0.96, -3.76)  -0.21
C (1.97, -1.98, -4.89)  -0.14
C (-1.28, -1.36, -3.12)  -0.97
H (-0.13, -0.52, -4.75)  0.59
H (0.58, -0.25, -3.13)  0.24
H (-1.77, -2.17, -3.68)  0.31
H (-1.96, -0.50, -3.11)  0.32
H (-1.14, -1.68, -2.08)  0.04
C (1.85, -2.99, -6.00)  -1.29
H (2.89, -2.15, -4.30)  0.21
H (1.96, -0.95, -5.25)  0.41
H (1.82, -4.01, -5.61)  0.31
H (2.71, -2.89, -6.67)  0.44
H (0.94, -2.82, -6.59)  0.31
H (1.13, -2.72, -3.01)  0.30
N (-0.78, -0.03, 2.97)  0.77
C (-1.64, 0.30, 3.96)  0.70
C (-2.53, 1.38, 3.86)  -1.86
C (-2.71, 2.22, 2.75)  1.45
C (-1.70, -0.54, 5.20)  -1.63
H (-0.72, -0.93, 5.49)  0.30
H (-2.40, -1.38, 5.09)  0.21
H (-2.08, 0.09, 6.02)  0.54
C (-3.99, 2.99, 2.62)  -1.55
H (-4.60, 2.62, 1.78)  0.24
H (-3.82, 4.06, 2.48)  0.25
H (-4.57, 2.85, 3.54)  0.52
N (-1.77, 2.38, 1.81)  0.95
C (-0.26, -1.34, 2.80)  -0.33
C (1.13, -1.52, 2.88)  1.49
C (2.03, -0.31, 2.96)  -1.80
C (1.64, -2.82, 2.86)  -0.94
H (2.72, -2.96, 2.96)  0.43
C (0.78, -3.91, 2.72)  -0.76
H (1.18, -4.93, 2.75)  0.47
C (-0.59, -3.71, 2.54)  -0.91
H (-1.26, -4.56, 2.40)  0.50
C (-1.12, -2.43, 2.54)  0.96
C (-2.59, -2.21, 2.29)  -1.72
C (-2.03, 2.99, 0.54)  -0.65
C (-1.60, 4.32, 0.33)  0.95
C (-1.09, 5.13, 1.48)  -1.12
C (-1.64, 4.83, -0.97)  -0.80
H (-1.27, 5.84, -1.14)  0.42
C (-2.15, 4.06, -2.02)  -1.18
H (-2.18, 4.48, -3.03)  0.41
C (-2.64, 2.78, -1.79)  -0.90
H (-3.07, 2.18, -2.60)  0.44
C (-2.59, 2.23, -0.50)  0.88
C (-3.06, 0.82, -0.26)  -0.52
Lu (0.30, 1.64, 1.96)  0.45
H (2.24, 0.11, 1.94)  0.21
H (3.01, -0.57, 3.37)  0.67
H (1.63, 0.49, 3.62)  0.39
H (-2.78, -1.32, 1.68)  0.16
H (-3.16, -2.12, 3.22)  0.28
H (-3.00, -3.07, 1.74)  0.50
H (-0.99, 6.18, 1.17)  0.48
H (-0.11, 4.81, 1.86)  0.16
H (-1.79, 5.10, 2.33)  0.18
H (-3.67, 0.73, 0.64)  0.29
H (-2.21, 0.11, -0.16)  -0.30
H (-3.66, 0.48, -1.11)  0.64
H (-3.24, 1.49, 4.68)  0.42
C (0.74, 1.28, -0.03)  2.22
Si (2.13, 2.35, -0.67)  0.18
H (-0.16, 1.55, -0.64)  -0.55
H (0.96, 0.23, -0.31)  -1.46
C (3.76, 1.41, -0.68)  -0.83
C (2.37, 3.90, 0.37)  -1.08
C (1.71, 2.90, -2.41)  -0.89
H (2.38, 3.70, -2.75)  0.42
H (0.68, 3.29, -2.46)  0.17
H (1.79, 2.07, -3.13)  0.21
H (4.22, 1.41, 0.32)  0.32
H (4.47, 1.88, -1.37)  0.39
H (3.62, 0.36, -0.98)  0.01
H (2.57, 3.71, 1.44)  0.39
H (1.51, 4.57, 0.30)  0.23
H (3.24, 4.44, -0.02)  0.46
N (1.68, 3.93, 4.27)  -0.70
C (1.23, 3.18, 3.48)  -0.11

The HOMO energy is -0.380 Eh. Its net charge is +1. As for the HOMO-LUMO gap: 0.309 Ha. The calculation puts the largest force on an atom at 3.95 eV/A. As for the LUMO energy: -0.0714 hartree. The calculation puts the relative energy (zero: lowest compared OMol25 entry of this formula, charge and spin) at 11.72 kJ/mol. As for the spin multiplicity: 1.


No. 2
The following is a quantum chemistry calculation of a cluster of 3 separate species, C4H11NO2 in total, from the Open Molecules 2025 dataset.

Each line ends with the Mulliken charge.
Geometry (Å):
C (-0.90, 1.28, 0.40)  -0.74
C (-0.32, -0.09, 0.17)  0.54
C (-0.34, -0.97, 1.47)  -0.65
C (0.09, -2.40, 1.18)  -0.08
O (-0.56, -3.24, 0.64)  -0.46
N (0.92, -0.10, -0.47)  -1.02
H (-0.92, 1.84, 1.33)  0.36
H (-1.93, 1.19, 0.02)  0.36
H (-0.33, 1.75, -0.56)  -0.77
H (-1.00, -0.69, -0.47)  0.22
H (-1.30, -0.99, 1.99)  0.36
H (0.42, -0.52, 2.11)  0.34
H (1.05, -2.76, 1.59)  0.33
H (0.07, 1.80, -1.37)  0.89
H (1.66, 0.47, -0.06)  0.25
H (1.05, 1.08, -3.47)  0.33
H (1.04, 0.86, -1.87)  0.43
O (1.30, 1.48, -2.63)  -0.72

The HOMO energy is -0.304 Eh. Its net charge is 0. As for the HOMO-LUMO gap: 0.253 Ha. The calculation puts the largest force on an atom at 2.68 eV/A. As for the LUMO energy: -0.0507 hartree. The calculation puts the relative energy (zero: lowest compared OMol25 entry of this formula, charge and spin) at 712.19 kJ/mol. As for the spin multiplicity: 1.


No. 3
The following is a quantum chemistry calculation of a cluster of 11 separate species, C44H88O33 in total, from the Open Molecules 2025 dataset.

Each line ends with the Mulliken charge.
Geometry (Å):
C (-5.03, 2.88, -1.96)  -0.32
C (-6.48, 2.41, -1.86)  -0.60
O (-6.43, 1.09, -2.34)  -0.14
C (-7.27, 0.61, -3.26)  0.58
O (-8.14, 1.22, -3.93)  -0.63
O (-6.94, -0.68, -3.44)  -0.09
C (-7.56, -1.45, -4.35)  -0.75
H (-4.90, 3.86, -1.49)  0.46
H (-4.65, 2.93, -2.98)  0.14
H (-4.46, 2.11, -1.44)  -0.15
H (-7.10, 2.96, -2.57)  0.43
H (-6.88, 2.49, -0.85)  0.27
H (-7.55, -0.99, -5.34)  0.31
H (-8.59, -1.55, -3.99)  0.39
H (-7.22, -2.48, -4.31)  0.16
C (-3.36, 0.99, -7.59)  -1.18
C (-4.10, 1.64, -6.41)  -0.21
O (-3.70, 1.14, -5.16)  -0.08
C (-3.99, -0.14, -4.71)  0.13
O (-4.49, -1.00, -5.41)  -0.61
O (-3.53, -0.32, -3.43)  0.51
C (-3.68, -1.62, -2.97)  -0.89
H (-3.62, 1.45, -8.54)  0.42
H (-3.52, -0.05, -7.87)  0.29
H (-2.31, 1.20, -7.41)  0.25
H (-5.17, 1.53, -6.60)  0.32
H (-3.85, 2.70, -6.39)  0.28
H (-3.25, -1.65, -1.96)  -0.05
H (-3.23, -2.44, -3.53)  0.47
H (-4.71, -1.95, -2.90)  0.31
C (-1.52, -3.14, 4.48)  -1.38
C (-0.59, -2.50, 3.39)  0.04
O (-1.13, -2.88, 2.15)  0.17
C (-0.53, -3.80, 1.43)  0.52
O (0.55, -4.35, 1.64)  -0.41
O (-1.46, -4.14, 0.46)  0.03
C (-1.19, -5.10, -0.53)  -0.41
H (-2.45, -2.58, 4.59)  0.37
H (-1.11, -3.17, 5.48)  0.38
H (-1.79, -4.17, 4.21)  0.35
H (0.43, -2.87, 3.51)  0.32
H (-0.54, -1.41, 3.44)  0.03
H (-1.71, -4.81, -1.45)  0.00
H (-1.76, -5.98, -0.23)  0.37
H (-0.14, -5.31, -0.75)  0.48
C (-1.28, 4.59, -0.74)  -1.08
C (-1.30, 4.06, -2.15)  0.31
O (-0.06, 3.42, -2.29)  -0.20
C (0.14, 2.55, -3.34)  0.63
O (-0.62, 2.41, -4.31)  -0.62
O (1.23, 1.81, -3.14)  -0.01
C (1.52, 0.61, -3.84)  -0.49
H (-2.10, 5.30, -0.62)  0.55
H (-0.43, 5.24, -0.58)  0.24
H (-1.38, 3.81, 0.02)  0.08
H (-1.53, 4.80, -2.92)  0.44
H (-2.09, 3.32, -2.31)  -0.32
H (0.67, -0.06, -3.70)  0.23
H (2.35, 0.09, -3.36)  -0.09
H (1.71, 0.65, -4.92)  0.49
C (3.61, -3.83, -0.58)  -1.50
C (2.69, -2.93, -1.36)  0.69
O (1.79, -3.85, -1.88)  -0.23
C (1.05, -3.51, -2.92)  0.91
O (1.02, -2.39, -3.47)  -0.55
O (0.35, -4.55, -3.27)  -0.37
C (-0.44, -4.56, -4.41)  -0.49
H (4.53, -3.35, -0.24)  0.42
H (3.89, -4.82, -0.95)  0.38
H (3.17, -4.04, 0.40)  0.11
H (3.29, -2.45, -2.13)  0.40
H (2.16, -2.26, -0.69)  -0.42
H (0.02, -3.86, -5.12)  0.33
H (-1.44, -4.23, -4.12)  0.06
H (-0.58, -5.50, -4.95)  0.26
C (0.24, 2.36, 4.37)  -0.34
C (0.65, 2.24, 5.89)  -0.59
O (0.83, 3.58, 6.31)  -0.25
C (1.39, 3.90, 7.49)  0.70
O (1.42, 3.20, 8.55)  -0.62
O (1.89, 5.12, 7.41)  -0.34
C (1.90, 5.97, 6.26)  -0.49
H (-0.43, 3.22, 4.32)  0.45
H (-0.26, 1.51, 3.91)  0.18
H (1.01, 2.79, 3.74)  -0.22
H (1.51, 1.57, 5.87)  0.27
H (0.05, 1.65, 6.59)  0.40
H (2.44, 5.45, 5.47)  0.25
H (2.34, 6.91, 6.57)  0.31
H (0.87, 6.10, 5.91)  0.25
C (5.78, 1.45, -5.07)  -0.85
C (6.33, 2.08, -3.83)  -0.07
O (6.62, 1.11, -2.81)  -0.35
C (5.68, 0.73, -1.89)  0.60
O (5.82, -0.14, -1.02)  -0.62
O (4.53, 1.46, -1.94)  -0.23
C (3.43, 1.17, -1.06)  -0.35
H (5.87, 1.98, -6.01)  0.38
H (4.70, 1.43, -4.93)  0.01
H (6.19, 0.44, -5.18)  0.31
H (5.77, 2.91, -3.40)  0.26
H (7.34, 2.41, -4.09)  0.31
H (3.05, 0.19, -1.34)  -0.28
H (2.65, 1.92, -1.13)  0.24
H (3.76, 1.15, -0.02)  0.49
C (-6.13, -2.38, 1.68)  -1.34
C (-4.79, -3.01, 1.39)  -0.11
O (-4.57, -3.24, 0.02)  0.14
C (-4.93, -4.49, -0.44)  0.42
O (-5.38, -5.44, 0.20)  -0.62
O (-4.60, -4.54, -1.67)  -0.01
C (-4.65, -5.75, -2.37)  -0.94
H (-6.08, -1.44, 1.12)  0.27
H (-6.15, -2.27, 2.77)  0.40
H (-6.94, -3.05, 1.43)  0.34
H (-4.72, -3.93, 1.97)  0.46
H (-3.97, -2.37, 1.73)  0.09
H (-5.45, -6.44, -2.09)  0.37
H (-3.74, -6.35, -2.42)  0.32
H (-4.93, -5.65, -3.42)  0.33
C (0.64, 5.49, 2.47)  -1.28
C (1.69, 4.48, 1.77)  0.26
O (2.53, 5.12, 0.77)  -0.09
C (3.58, 5.83, 1.19)  0.52
O (3.78, 6.13, 2.35)  -0.59
O (4.23, 6.32, 0.16)  -0.34
C (5.38, 7.09, 0.39)  -0.70
H (0.24, 6.07, 1.63)  0.42
H (1.22, 6.14, 3.13)  0.29
H (-0.23, 5.06, 2.98)  0.32
H (1.13, 3.72, 1.22)  -0.20
H (2.33, 3.96, 2.48)  0.56
H (5.07, 8.05, 0.82)  0.29
H (5.98, 7.12, -0.52)  0.25
H (6.01, 6.65, 1.16)  0.32
C (-1.92, 0.61, -0.03)  -0.72
C (-0.50, 0.18, -0.49)  0.34
O (0.29, -0.49, 0.55)  0.42
C (1.16, 0.16, 1.20)  -0.03
O (1.34, 1.37, 1.14)  -0.28
O (1.85, -0.66, 2.00)  0.21
C (2.85, -0.23, 2.88)  -0.14
H (-2.35, -0.20, 0.56)  0.00
H (-2.62, 0.85, -0.83)  -0.02
H (-1.90, 1.42, 0.70)  0.32
H (0.08, 0.92, -1.05)  -0.07
H (-0.73, -0.61, -1.21)  -0.06
H (3.64, 0.22, 2.28)  0.26
H (3.20, -1.20, 3.23)  -0.29
H (2.53, 0.34, 3.75)  0.00
C (4.63, -4.54, 3.48)  -0.97
C (4.02, -3.89, 4.71)  -0.03
O (4.93, -4.09, 5.81)  -0.34
C (5.53, -3.08, 6.44)  0.78
O (5.31, -1.89, 6.21)  -0.62
O (6.40, -3.53, 7.25)  -0.33
C (7.27, -2.64, 7.94)  -0.65
H (3.85, -4.68, 2.74)  0.12
H (5.11, -5.50, 3.69)  0.42
H (5.43, -3.84, 3.22)  0.32
H (3.24, -4.61, 4.94)  0.23
H (3.58, -2.90, 4.63)  0.27
H (7.84, -2.04, 7.23)  0.31
H (8.03, -3.21, 8.49)  0.24
H (6.78, -2.06, 8.72)  0.30

The HOMO energy (spin up / spin down) is -0.438 / -0.438 Eh. Its net charge is +1. As for the HOMO-LUMO gap (spin up / spin down): 0.332 / 0.063 Ha. The calculation puts the largest force on an atom at 5.13 eV/A. As for the LUMO energy (spin up / spin down): -0.1060 / -0.3751 hartree. The calculation puts the relative energy (zero: lowest compared OMol25 entry of this formula, charge and spin) at 0.00 kJ/mol. As for the spin multiplicity: 2.